# 1
C54H105N6O20P5 | the ωB97M-V functional and the def2-TZVPD basis

Structure (XYZ):
```
190
C54H105N6O20P5 | OMol25 | the ωB97M-V functional and the def2-TZVPD basis
C 4.507 9.959 0.306
C 3.017 10.311 0.153
O 2.454 9.973 -1.111
P 1.821 11.124 -2.089
O 0.975 12.199 -1.455
O 1.136 10.242 -3.249
C -0.203 9.814 -3.125
C -0.331 8.718 -2.128
O 3.112 11.732 -2.905
C 2.944 12.535 -4.050
C 3.936 12.179 -5.205
H 4.646 8.903 0.076
H 5.090 10.603 -0.353
H 4.919 10.112 1.304
H 2.390 9.826 0.902
H 2.851 11.378 0.302
H -0.815 10.656 -2.802
H -0.598 9.584 -4.114
H 0.342 7.880 -2.313
H -0.229 9.097 -1.111
H -1.290 8.201 -2.140
H 1.928 12.455 -4.436
H 3.167 13.581 -3.841
H 3.815 11.156 -5.562
H 3.759 12.848 -6.048
H 4.991 12.200 -4.934
C 12.786 15.270 5.257
C 11.617 16.183 4.784
O 11.690 16.212 3.341
P 11.807 17.598 2.478
O 12.651 18.664 3.059
O 12.292 17.126 0.947
C 13.182 17.906 0.168
C 12.876 17.559 -1.301
O 10.264 17.911 2.245
C 9.907 19.067 1.570
C 9.769 20.184 2.608
H 12.942 15.388 6.330
H 12.519 14.224 5.103
H 13.734 15.508 4.775
H 10.682 15.737 5.121
H 11.521 17.179 5.215
H 13.017 18.956 0.409
H 14.183 17.544 0.402
H 13.554 18.000 -2.032
H 12.907 16.482 -1.468
H 11.908 18.009 -1.521
H 10.685 19.338 0.856
H 8.974 18.817 1.065
H 10.680 20.615 3.024
H 9.114 20.979 2.253
H 9.273 19.825 3.510
C 2.299 14.733 3.520
C 3.180 15.790 4.125
O 3.159 16.916 3.249
P 3.353 18.406 3.885
O 4.552 18.641 4.715
O 3.144 19.378 2.601
C 2.011 19.271 1.791
C 1.232 20.563 1.808
O 2.007 18.622 4.699
C 1.667 19.872 5.343
C 0.199 19.818 5.761
H 1.265 15.073 3.454
H 2.601 14.472 2.506
H 2.228 13.880 4.194
H 2.825 16.079 5.115
H 4.172 15.359 4.260
H 2.432 19.082 0.803
H 1.378 18.414 2.024
H 0.826 20.695 2.811
H 1.843 21.450 1.645
H 0.492 20.648 1.012
H 2.403 19.921 6.145
H 1.887 20.674 4.639
H 0.006 20.729 6.328
H -0.624 19.903 5.051
H -0.041 18.974 6.407
C 13.311 9.467 -0.244
C 12.831 10.814 -0.849
O 12.388 11.711 0.152
P 12.366 13.283 -0.205
O 11.724 13.512 -1.508
O 11.570 13.894 1.088
C 10.176 13.757 1.179
C 9.813 12.730 2.398
O 13.900 13.729 -0.029
C 14.622 13.498 1.175
C 14.484 14.736 2.086
H 14.111 9.692 0.462
H 12.502 8.908 0.227
H 13.760 8.817 -0.995
H 13.645 11.079 -1.523
H 11.970 10.654 -1.499
H 9.789 14.752 1.401
H 9.787 13.483 0.198
H 8.763 12.638 2.678
H 10.232 11.738 2.230
H 10.395 13.000 3.279
H 14.278 12.654 1.773
H 15.663 13.260 0.956
H 14.946 14.603 3.064
H 14.890 15.601 1.562
H 13.423 14.858 2.305
C 6.483 13.088 -2.699
C 6.874 13.876 -1.437
O 6.411 13.228 -0.288
P 5.711 14.092 0.930
O 5.209 13.252 2.055
O 4.660 15.046 0.201
C 3.477 14.517 -0.475
C 2.522 15.698 -0.561
O 6.906 15.035 1.411
C 6.872 16.030 2.400
C 7.224 15.482 3.761
H 7.177 12.251 -2.764
H 5.410 12.919 -2.609
H 6.662 13.670 -3.604
H 7.952 14.030 -1.412
H 6.511 14.871 -1.694
H 3.832 14.191 -1.453
H 3.014 13.658 0.010
H 2.747 16.401 -1.363
H 1.494 15.370 -0.716
H 2.500 16.181 0.416
H 7.683 16.679 2.073
H 5.934 16.580 2.328
H 6.366 15.035 4.263
H 8.030 14.749 3.723
H 7.534 16.377 4.301
N 5.498 12.271 4.740
C 4.980 12.930 5.825
C 5.429 12.414 7.033
C 6.296 11.352 6.664
C 6.397 11.336 5.280
H 5.319 12.472 3.767
H 4.191 13.660 5.718
H 5.078 12.615 8.035
H 6.804 10.699 7.358
H 6.984 10.651 4.687
N 10.531 12.309 -3.805
C 10.831 12.972 -4.957
C 9.964 12.404 -5.886
C 9.284 11.268 -5.327
C 9.569 11.362 -3.971
H 11.013 12.412 -2.923
H 11.576 13.754 -4.969
H 9.836 12.682 -6.922
H 8.641 10.539 -5.798
H 9.313 10.739 -3.126
N 3.266 17.027 -4.878
C 3.957 17.464 -3.761
C 5.288 16.948 -3.709
C 5.346 16.131 -4.863
C 4.110 16.181 -5.509
H 2.365 17.328 -5.222
H 3.489 18.240 -3.174
H 6.091 17.143 -3.014
H 6.210 15.562 -5.171
H 3.806 15.759 -6.455
N 9.956 15.469 -2.348
C 9.350 15.764 -3.571
C 8.599 16.904 -3.389
C 8.775 17.335 -2.067
C 9.567 16.392 -1.412
H 10.621 14.731 -2.167
H 9.461 15.160 -4.460
H 8.011 17.358 -4.173
H 8.460 18.264 -1.615
H 9.934 16.265 -0.405
N 8.101 14.333 6.747
C 9.278 13.592 6.702
C 10.289 14.351 7.293
C 9.642 15.543 7.810
C 8.312 15.472 7.425
H 7.167 14.053 6.482
H 9.245 12.652 6.171
H 11.311 14.033 7.432
H 10.022 16.350 8.419
H 7.462 16.091 7.674
N 7.140 18.497 7.023
C 8.477 18.735 7.219
C 8.787 18.849 8.581
C 7.589 18.703 9.267
C 6.619 18.536 8.252
H 6.662 18.340 6.148
H 9.108 18.863 6.351
H 9.781 18.867 9.002
H 7.344 18.706 10.319
H 5.559 18.400 8.410
```

Output
Spin multiplicity = 2
<S²> = 0.764
Total charge = +1
Orbital gap (alpha / beta) = 7.62 / 2.63 eV
E_LUMO (alpha / beta) = -1.67 / -6.66 eV
HOMO level (alpha / beta) = -0.3413 / -0.3413 Ha

Atomic partial charges in e from the Löwdin method, atoms 1 to 8: number 1, C, carries -0.049; number 2, C, carries -0.263; number 3, O, carries -0.185; number 4, P, carries 0.527; number 5, O, carries -0.256; number 6, O, carries -0.176; number 7, C, carries -0.291; number 8, C, carries -0.083

# 2
C54H112F24N8O10P2S4 | the ωB97M-V functional and the def2-TZVPD basis

Structure (XYZ):
```
214
C54H112F24N8O10P2S4 | OMol25 | the ωB97M-V functional and the def2-TZVPD basis
C -5.385 7.002 5.006
C -5.451 5.486 5.203
C -4.389 4.647 4.493
C -4.532 3.246 4.946
N -3.699 2.127 4.330
C -2.141 2.324 4.416
C -1.781 1.806 5.808
C -3.004 1.001 6.301
C -3.903 0.841 5.052
C -4.153 1.864 2.886
C -5.666 1.628 2.696
C -6.086 1.547 1.236
H -6.180 7.403 5.621
H -5.433 7.277 3.951
H -4.465 7.444 5.477
H -6.422 5.146 4.769
H -5.414 5.241 6.253
H -3.371 5.070 4.711
H -4.479 4.769 3.369
H -5.510 2.922 4.981
H -4.213 3.261 6.012
H -1.703 1.732 3.626
H -1.987 3.391 4.156
H -0.933 1.073 5.769
H -1.566 2.591 6.557
H -2.900 -0.038 6.717
H -3.529 1.506 7.053
H -3.461 0.059 4.470
H -4.923 0.532 5.215
H -3.477 0.989 2.566
H -3.976 2.786 2.379
H -6.194 2.403 3.220
H -5.963 0.756 3.188
H -5.870 0.553 0.847
H -5.517 2.356 0.600
H -7.139 1.739 1.053
C 3.439 8.805 -5.953
C 3.656 8.811 -4.443
C 2.458 8.222 -3.707
C 2.564 8.759 -2.260
N 1.599 8.093 -1.206
C 0.126 8.025 -1.643
C -0.747 8.623 -0.457
C 0.225 8.747 0.702
C 1.555 9.057 0.013
C 2.076 6.620 -0.981
C 3.348 6.496 -0.169
C 3.438 5.091 0.492
H 2.917 9.739 -6.241
H 2.733 8.042 -6.157
H 4.367 8.909 -6.471
H 3.869 9.844 -4.026
H 4.431 8.132 -4.218
H 2.486 7.165 -3.727
H 1.546 8.660 -4.095
H 2.470 9.857 -2.157
H 3.520 8.516 -1.780
H -0.180 6.990 -1.765
H -0.035 8.599 -2.470
H -1.692 8.037 -0.353
H -0.998 9.605 -0.844
H 0.263 7.776 1.366
H 0.016 9.505 1.493
H 2.480 9.052 0.627
H 1.412 10.074 -0.484
H 2.043 6.128 -1.945
H 1.306 6.192 -0.389
H 3.371 7.364 0.582
H 4.243 6.618 -0.825
H 3.413 4.291 -0.259
H 2.461 4.883 1.056
H 4.322 4.977 1.082
C -5.564 -10.952 -1.185
C -5.342 -10.082 0.133
C -4.693 -8.742 -0.157
C -4.754 -7.917 1.028
N -4.082 -6.576 0.786
C -4.911 -5.706 -0.130
C -6.100 -5.162 0.697
C -5.529 -5.182 2.134
C -4.202 -5.827 2.076
C -2.650 -6.665 0.230
C -1.690 -7.636 0.884
C -0.455 -7.596 0.038
H -6.491 -10.697 -1.731
H -5.791 -11.986 -0.902
H -4.681 -10.894 -1.858
H -4.733 -10.795 0.755
H -6.378 -9.947 0.557
H -5.304 -8.354 -1.019
H -3.685 -8.969 -0.498
H -4.243 -8.318 1.890
H -5.746 -7.764 1.393
H -4.311 -4.866 -0.481
H -5.193 -6.291 -0.965
H -6.170 -4.120 0.445
H -7.010 -5.671 0.555
H -5.506 -4.157 2.536
H -6.239 -5.648 2.808
H -3.511 -5.017 2.070
H -3.805 -6.410 2.960
H -2.184 -5.699 0.295
H -2.791 -6.905 -0.789
H -2.137 -8.614 0.881
H -1.341 -7.446 1.905
H 0.348 -8.134 0.658
H -0.038 -6.581 -0.267
H -0.593 -8.241 -0.844
C 4.019 -4.368 -1.024
C 3.892 -3.047 -1.772
C 3.030 -3.204 -2.968
C 1.585 -3.586 -2.638
N 0.693 -3.800 -3.903
C -0.728 -3.601 -3.333
C -1.468 -4.834 -3.877
C -0.308 -5.892 -3.889
C 0.911 -5.190 -4.318
C 0.945 -2.778 -4.905
C 0.100 -2.792 -6.201
C 0.773 -2.042 -7.329
H 4.445 -5.218 -1.578
H 2.977 -4.546 -0.643
H 4.622 -4.239 -0.058
H 4.848 -2.611 -2.077
H 3.567 -2.272 -1.065
H 3.423 -3.827 -3.693
H 2.928 -2.220 -3.403
H 1.095 -2.916 -1.995
H 1.472 -4.529 -2.212
H -1.110 -2.689 -3.768
H -0.658 -3.654 -2.241
H -1.902 -4.674 -4.854
H -2.388 -5.136 -3.290
H -0.524 -6.815 -4.446
H -0.212 -6.319 -2.873
H 0.973 -5.298 -5.333
H 1.882 -5.632 -4.019
H 2.010 -2.753 -5.050
H 0.828 -1.773 -4.440
H -0.877 -2.325 -6.028
H -0.048 -3.857 -6.448
H 0.258 -2.188 -8.226
H 1.745 -2.561 -7.399
H 1.001 -0.990 -7.213
C 11.103 0.520 0.325
C 10.313 -0.225 -0.719
O 10.207 -1.379 -0.871
N 9.420 0.706 -1.573
H 8.556 0.999 -1.115
H 9.844 1.557 -1.783
C 8.967 0.050 -2.858
H 11.645 -0.179 0.968
H 10.397 1.179 0.854
H 11.749 1.276 -0.157
H 8.014 0.561 -3.200
H 8.804 -1.029 -2.596
H 9.790 0.158 -3.585
C 0.877 0.861 1.452
C 0.685 0.052 0.202
O 1.516 -0.444 -0.509
N -0.782 -0.132 -0.199
H -0.789 -0.878 -0.887
H -1.349 -0.580 0.574
C -1.297 1.125 -0.704
H 0.298 0.398 2.252
H 0.616 1.907 1.381
H 1.970 0.847 1.711
H -1.763 1.646 0.073
H -1.872 0.929 -1.570
H -0.442 1.705 -1.048
C 5.449 -0.204 0.949
F 5.818 0.422 2.074
F 6.318 -1.106 0.580
F 4.299 -0.835 1.188
S 5.175 1.044 -0.424
O 4.900 0.291 -1.595
O 4.250 1.988 0.101
N 6.697 1.709 -0.626
S 7.045 3.235 -0.608
O 8.408 3.313 -1.175
O 6.127 4.259 -1.034
C 7.388 3.647 1.185
F 8.403 2.885 1.632
F 7.750 4.938 1.291
F 6.316 3.414 1.913
C -0.713 -2.057 4.487
F -0.443 -3.262 4.959
F -1.586 -1.476 5.382
F 0.356 -1.285 4.513
S -1.533 -2.076 2.860
O -2.618 -2.975 3.057
O -1.833 -0.694 2.562
N -0.626 -2.526 1.675
S -0.117 -4.032 1.457
O -0.818 -4.940 2.327
O 0.063 -4.277 0.082
C 1.595 -4.088 2.134
F 1.583 -3.970 3.475
F 2.160 -5.254 1.789
F 2.250 -3.027 1.603
P -3.824 -1.747 -1.416
F -3.525 -0.549 -0.366
F -5.248 -2.075 -0.821
F -4.354 -0.675 -2.402
F -3.901 -2.966 -2.461
F -2.164 -1.478 -1.980
F -3.114 -2.785 -0.322
P -1.193 4.631 0.551
F -1.812 3.938 -0.773
F -1.762 3.385 1.437
F 0.211 3.887 0.255
F -0.507 5.370 1.866
F -0.708 5.920 -0.333
F -2.616 5.414 0.832
```

Output
Total charge = +2
Orbital gap = 10.62 eV
E_LUMO = -2.90 eV
HOMO level = -0.4968 Ha

Atomic partial charges in e from the Löwdin method, atoms 1 to 8: number 1, C, carries -0.097; number 2, C, carries -0.263; number 3, C, carries -0.202; number 4, C, carries -0.138; number 5, N, carries -0.183; number 6, C, carries -0.040; number 7, C, carries -0.116; number 8, C, carries -0.146

Going through the records in order, we get F_max values of 3.69, 3.86 eV/Å.
Going through the records in order, we get E values of -5660.8779, -7987.2714 hartree.